This record from the Open Molecules 2025 dataset describes a molecular structure, C21H37IN4O3SSi2 at a distorted geometry. The level of theory is wB97M-V/def2-TZVPD.

Structure (XYZ):
```
69
Properties=species:S:1:pos:R:3:nbo_charge:R:1
C -1.979 -1.837 5.663 -0.635
C -1.811 -3.378 5.104 -0.538
S -1.011 -3.514 3.416 0.195
C -1.653 -2.158 2.283 -1.058
Si -0.213 -0.963 1.784 1.708
C -0.901 0.833 1.854 -1.019
C -0.345 1.748 3.095 0.377
O -0.261 3.087 2.862 -0.545
I 0.224 1.054 5.090 0.203
O 1.290 -1.225 2.657 -1.215
Si 2.683 -1.094 1.583 1.652
C 2.905 0.827 1.248 -0.692
N 4.006 0.957 0.219 -0.882
C 4.346 -1.722 2.366 -0.925
C 4.261 -1.976 3.992 0.101
O 3.308 -3.063 4.344 -0.747
C 5.739 -2.384 4.646 -0.238
N 5.922 -1.882 6.069 -0.849
H -0.981 -1.569 6.258 0.214
H -2.903 -1.700 6.368 0.236
H -2.054 -1.023 4.807 0.196
H -2.906 -3.828 5.042 0.226
H -1.120 -3.940 5.878 0.258
H -2.525 -1.514 2.735 0.260
H -2.075 -2.613 1.271 0.250
H 0.088 -1.240 0.357 -0.274
H -0.577 1.381 0.847 0.254
H -2.076 0.765 1.891 0.283
H 2.526 -1.861 0.327 -0.233
H 1.871 1.291 0.919 0.202
H 3.247 1.268 2.302 0.229
H 3.915 1.871 -0.292 0.359
H 4.910 1.035 0.743 0.380
H 5.145 -0.865 2.202 0.240
H 4.767 -2.695 1.833 0.264
H 3.932 -0.994 4.570 0.175
H 2.493 -2.653 4.775 0.483
H 5.757 -3.568 4.710 0.195
H 6.607 -2.065 3.925 0.192
H 5.000 -1.836 6.564 0.357
H 6.488 -2.623 6.563 0.368
C -6.562 3.421 -6.783 -0.416
N -5.294 2.910 -6.225 -0.240
C -4.422 3.780 -5.666 0.104
C -3.233 3.323 -5.092 -0.191
C -2.931 1.958 -5.082 0.029
C -3.849 1.094 -5.692 -0.202
C -5.023 1.589 -6.258 0.108
C -1.716 1.429 -4.437 0.020
C -1.809 0.484 -3.407 -0.196
C -0.659 -0.054 -2.831 0.106
N 0.564 0.325 -3.261 -0.239
C 0.694 1.254 -4.236 0.116
C -0.434 1.820 -4.834 -0.204
C 1.775 -0.286 -2.680 -0.423
H -6.321 4.172 -7.540 0.251
H -7.132 3.859 -5.959 0.251
H -7.128 2.603 -7.235 0.247
H -4.690 4.833 -5.673 0.262
H -2.561 4.049 -4.634 0.266
H -3.661 0.022 -5.735 0.265
H -5.749 0.932 -6.730 0.261
H -2.780 0.156 -3.038 0.261
H -0.713 -0.792 -2.035 0.267
H 1.703 1.524 -4.536 0.261
H -0.293 2.549 -5.631 0.264
H 2.400 0.516 -2.280 0.258
H 2.288 -0.825 -3.481 0.248
H 1.498 -0.979 -1.881 0.258
```

Computed properties:
* total energy: -69153.4675 eV
* HOMO energy: -11.705 eV
* maximum force: 0.174 hartree/bohr
* 2S+1: 1
* orbital gap: 3.96 eV
* net charge: +2
* ΔE to the lowest compared entry with this formula, charge and spin: 497.0 kJ/mol
* lowest unoccupied orbital energy: -7.74 eV